(1)
Computed, not measured: a cluster of 14 separate species, C86H155N12O18 in total at a distorted geometry, with the ωB97M-V functional and the def2-TZVPD basis.

The net charge is +7. The calculation puts the energy at -5378.7599 Eh. The HOMO-LUMO gap comes out at 0.133 Eh. As for the LUMO energy: -13.37 eV.

Geometry (Å):
C  -2.068  2.997  9.858
C  -0.545  3.216  9.725
C  -0.111  3.799  8.377
C  -0.679  2.935  7.243
N  0.234  2.814  6.011
C  -0.543  2.144  4.878
C  -0.964  3.275  3.946
C  0.267  4.153  3.976
C  0.515  4.233  5.459
C  1.455  2.018  6.307
C  1.280  0.768  7.157
C  2.589  -0.005  7.219
H  -2.604  3.947  9.882
H  -2.291  2.470  10.785
H  -2.473  2.357  9.071
H  -0.233  2.173  9.826
H  -0.195  3.878  10.511
H  0.975  3.857  8.366
H  -0.594  4.757  8.192
H  -1.488  3.463  6.735
H  -1.011  1.928  7.472
H  0.125  1.533  4.267
H  -1.337  1.466  5.182
H  -1.212  3.025  2.911
H  -1.863  3.772  4.329
H  1.070  3.654  3.428
H  0.047  5.169  3.648
H  1.518  4.455  5.825
H  -0.137  4.952  5.951
H  2.178  2.723  6.730
H  2.028  1.742  5.417
H  0.481  0.161  6.714
H  0.885  0.981  8.151
H  3.392  0.482  7.771
H  2.839  -0.431  6.252
H  2.401  -0.815  7.936
C  -5.592  -7.083  3.036
C  -4.703  -7.917  2.118
C  -4.472  -7.172  0.778
C  -5.760  -7.004  0.004
N  -5.588  -6.720  -1.486
C  -6.951  -6.533  -2.103
C  -6.941  -7.280  -3.426
C  -5.528  -7.823  -3.574
C  -5.041  -7.976  -2.133
C  -4.585  -5.581  -1.730
C  -4.799  -4.369  -0.857
C  -4.179  -3.097  -1.461
H  -5.476  -7.429  4.061
H  -6.626  -7.076  2.691
H  -5.289  -6.031  3.083
H  -5.037  -8.915  1.827
H  -3.724  -8.037  2.585
H  -3.742  -7.774  0.221
H  -4.021  -6.205  1.002
H  -6.403  -6.213  0.391
H  -6.384  -7.899  0.036
H  -7.185  -5.463  -2.164
H  -7.727  -6.766  -1.370
H  -7.224  -6.600  -4.229
H  -7.666  -8.090  -3.479
H  -4.840  -7.194  -4.145
H  -5.577  -8.758  -4.131
H  -3.973  -8.136  -2.027
H  -5.548  -8.865  -1.754
H  -4.877  -5.290  -2.745
H  -3.634  -6.098  -1.769
H  -4.337  -4.576  0.105
H  -5.845  -4.094  -0.710
H  -4.087  -2.278  -0.752
H  -4.837  -2.732  -2.259
H  -3.228  -3.221  -1.984
C  -1.762  1.498  -9.167
C  -2.449  2.191  -7.991
C  -1.716  2.170  -6.637
C  -1.435  0.776  -6.167
N  -0.788  0.655  -4.818
C  -0.415  -0.771  -4.464
C  0.754  -0.664  -3.479
C  1.580  0.452  -4.063
C  0.594  1.304  -4.843
C  -1.613  1.370  -3.753
C  -3.049  0.842  -3.746
C  -3.849  1.199  -2.482
H  -1.565  0.444  -9.010
H  -0.871  2.110  -9.334
H  -2.334  1.654  -10.080
H  -3.455  1.802  -7.752
H  -2.730  3.216  -8.243
H  -2.341  2.816  -6.013
H  -0.811  2.779  -6.773
H  -0.670  0.321  -6.804
H  -2.281  0.088  -6.228
H  -1.288  -1.274  -4.046
H  -0.072  -1.293  -5.355
H  0.442  -0.280  -2.511
H  1.249  -1.631  -3.430
H  2.015  1.028  -3.247
H  2.455  0.191  -4.654
H  0.571  2.340  -4.510
H  0.914  1.343  -5.884
H  -1.555  2.435  -3.945
H  -1.115  1.089  -2.826
H  -3.021  -0.251  -3.795
H  -3.603  1.237  -4.596
H  -4.920  1.024  -2.535
H  -3.740  2.282  -2.341
H  -3.390  0.851  -1.555
C  3.990  -5.085  3.320
C  2.743  -4.443  2.742
C  3.004  -3.102  2.010
O  2.838  -2.042  2.871
C  1.505  -1.598  3.110
N  2.104  -5.428  1.725
H  2.740  -5.343  0.931
H  2.022  -6.401  2.034
H  1.109  -5.169  1.535
H  3.725  -5.852  4.040
H  4.568  -4.318  3.837
H  4.622  -5.381  2.480
H  1.908  -4.315  3.432
H  2.414  -2.982  1.091
H  4.072  -3.159  1.786
H  1.559  -0.655  3.645
H  1.062  -2.348  3.770
H  0.917  -1.552  2.194
C  2.101  0.922  0.007
C  0.746  1.611  -0.180
C  -0.421  0.848  0.426
O  -0.875  -0.132  -0.515
C  -1.328  -1.386  -0.129
N  0.847  3.021  0.381
H  1.218  3.623  -0.369
H  -0.021  3.428  0.733
H  1.647  3.065  1.019
H  2.944  1.610  -0.043
H  2.314  0.092  -0.666
H  2.079  0.618  1.065
H  0.653  1.843  -1.248
H  -1.309  1.455  0.646
H  -0.097  0.320  1.335
H  -1.619  -1.920  -1.031
H  -2.193  -1.334  0.543
H  -0.586  -1.989  0.409
C  -8.834  -2.661  0.769
C  -8.282  -1.333  1.212
C  -6.825  -1.147  0.861
O  -6.428  0.083  1.306
C  -5.003  0.363  1.078
N  -9.145  -0.188  0.604
H  -9.095  0.629  1.228
H  -8.865  0.112  -0.333
H  -10.122  -0.488  0.694
H  -9.835  -2.781  1.204
H  -8.353  -3.495  1.288
H  -8.892  -2.887  -0.293
H  -8.540  -1.119  2.247
H  -6.785  -1.278  -0.240
H  -6.235  -2.006  1.211
H  -4.806  1.367  1.441
H  -4.813  0.360  0.001
H  -4.524  -0.375  1.732
C  -2.379  13.585  -4.045
N  -1.825  12.525  -3.163
C  -2.224  11.249  -3.375
C  -1.649  10.268  -2.610
C  -0.629  10.535  -1.693
C  -0.333  11.874  -1.450
C  -0.843  12.837  -2.313
C  0.084  9.456  -0.963
C  -0.603  8.368  -0.426
C  0.030  7.456  0.382
N  1.355  7.540  0.563
C  2.069  8.544  0.031
C  1.434  9.559  -0.659
C  1.994  6.524  1.494
H  -2.123  13.383  -5.077
H  -2.006  14.539  -3.680
H  -3.450  13.707  -3.884
H  -3.035  11.069  -4.065
H  -1.845  9.214  -2.780
H  0.453  12.171  -0.768
H  -0.624  13.888  -2.198
H  -1.647  8.283  -0.697
H  -0.501  6.667  0.905
H  3.116  8.474  0.280
H  2.089  10.348  -1.007
H  1.692  6.806  2.499
H  3.074  6.489  1.442
H  1.504  5.645  1.092
C  14.397  5.520  0.763
N  13.059  5.094  0.290
C  12.713  3.819  0.522
C  11.423  3.425  0.217
C  10.544  4.307  -0.398
C  10.988  5.588  -0.738
C  12.250  5.965  -0.323
C  9.119  3.918  -0.585
C  8.076  4.588  0.051
C  6.752  4.226  -0.148
N  6.436  3.256  -1.022
C  7.434  2.580  -1.634
C  8.759  2.815  -1.359
C  5.021  2.980  -1.407
H  14.713  4.907  1.606
H  14.392  6.516  1.197
H  15.113  5.387  -0.044
H  13.404  3.171  1.038
H  11.086  2.434  0.497
H  10.262  6.239  -1.202
H  12.662  6.903  -0.675
H  8.155  5.557  0.531
H  5.971  4.878  0.208
H  7.027  1.806  -2.293
H  9.506  2.206  -1.850
H  4.831  3.491  -2.343
H  4.388  3.409  -0.632
H  4.825  1.909  -1.413
C  0.235  -4.634  -1.824
N  0.444  -6.097  -1.831
C  -0.437  -6.843  -1.126
C  -0.322  -8.216  -1.108
C  0.755  -8.836  -1.786
C  1.700  -8.000  -2.354
C  1.555  -6.623  -2.362
C  0.852  -10.321  -1.790
C  -0.290  -11.105  -1.936
C  -0.210  -12.481  -1.864
N  1.023  -13.059  -1.770
C  2.144  -12.338  -1.791
C  2.099  -10.959  -1.825
C  1.088  -14.533  -1.547
H  0.400  -4.228  -2.816
H  0.849  -4.150  -1.063
H  -0.757  -4.399  -1.445
H  -1.116  -6.300  -0.467
H  -0.974  -8.765  -0.441
H  2.489  -8.417  -2.971
H  2.123  -5.916  -2.955
H  -1.279  -10.667  -1.902
H  -1.021  -13.190  -1.811
H  3.065  -12.908  -1.816
H  2.995  -10.356  -1.792
H  0.179  -15.118  -1.641
H  1.492  -14.652  -0.542
H  1.750  -14.955  -2.305
O  3.733  3.333  4.154
C  3.840  3.751  2.812
O  4.991  4.094  2.437
O  2.784  3.832  2.123
H  4.656  3.633  4.368
O  4.515  -1.371  -4.472
C  4.684  -0.683  -3.272
O  5.644  0.075  -3.133
O  3.742  -0.886  -2.438
H  3.773  -1.933  -4.183
O  1.535  5.010  -4.090
C  1.155  4.346  -2.935
O  2.071  4.108  -2.066
O  -0.024  3.954  -2.843
H  2.503  5.041  -3.972
O  -2.803  5.933  2.429
C  -2.451  4.977  1.469
O  -1.231  4.937  1.059
O  -3.293  4.145  1.084
H  -1.874  6.247  2.543
O  -2.837  -3.832  1.686
C  -1.495  -4.012  1.937
O  -0.951  -3.168  2.679
O  -0.783  -4.916  1.390
H  -3.058  -3.215  2.410

These are the Löwdin partial charges, in e, on atoms 1 to 6: atom 1 (C): -0.096, atom 2 (C): -0.227, atom 3 (C): -0.160, atom 4 (C): -0.116, atom 5 (N): -0.185, atom 6 (C): -0.089

=====

(2)
Computed, not measured: a cluster of 13 separate species, H25O13 in total at a distorted geometry, with the ωB97M-V functional and the def2-TZVPD basis.

The net charge is -1. The calculation puts the energy at -993.1348 Eh. The HOMO-LUMO gap comes out at 0.323 Eh. As for the LUMO energy: 2.52 eV. The calculation puts the relative energy (zero: lowest compared OMol25 entry of this formula, charge and spin) at 64.6 kcal/mol.

Geometry (Å):
O  3.399  2.047  -0.023
H  2.574  1.519  0.081
H  3.099  -2.874  1.569
O  -2.523  -1.886  2.720
H  -3.103  -1.276  2.237
H  -1.696  -1.584  2.268
O  -0.229  4.153  0.116
H  -0.903  3.994  0.777
O  0.627  -1.613  -0.308
H  1.421  -1.410  0.194
H  0.137  -0.772  -0.075
O  3.619  -2.246  1.049
H  -3.619  2.215  0.212
H  3.399  -1.424  1.521
O  1.574  0.952  -1.553
H  0.791  0.678  -1.016
H  1.449  0.255  -2.209
O  -0.309  0.285  2.904
H  0.359  0.949  2.777
H  0.553  3.602  0.135
O  -0.701  0.527  0.256
H  -0.936  1.416  0.507
H  -3.021  1.345  1.366
O  -3.811  1.489  0.833
H  3.093  2.828  -0.495
H  -0.945  0.299  2.180
O  2.474  -1.585  -3.021
H  3.115  -0.908  -3.264
H  1.632  -1.330  -3.422
O  -3.340  2.142  -2.200
H  -3.942  1.477  -1.852
H  -2.591  2.152  -1.591
O  0.282  -4.020  2.218
H  0.305  -3.739  1.280
H  0.586  -3.243  2.711
O  -0.994  -0.509  -3.100
H  -0.671  -0.381  -2.182
H  -1.555  -1.256  -2.850

These are the Löwdin partial charges, in e, on atoms 1 to 6: atom 1 (O): -0.095, atom 2 (H): 0.015, atom 3 (H): 0.027, atom 4 (O): -0.076, atom 5 (H): 0.026, atom 6 (H): 0.023

=====

(3)
Computed, not measured: a structure of composition C23H27N4OSV, with the ωB97M-V functional and the def2-TZVPD basis.

The net charge is +2. The calculation puts the energy at -2528.5359 Eh. Its spin multiplicity is 3. The HOMO-LUMO gap (alpha / beta) comes out at 0.273 / 0.289 Eh. As for the LUMO energy (alpha / beta): -7.21 / -6.81 eV. The calculation puts the relative energy (zero: lowest compared OMol25 entry of this formula, charge and spin) at 0.0 kcal/mol.

Geometry (Å):
V  1.387  1.024  0.325
C  3.269  1.631  1.430
C  3.409  1.958  0.058
C  2.415  2.912  -0.267
C  1.667  3.178  0.908
C  2.189  2.379  1.951
H  3.883  0.940  1.988
H  4.153  1.568  -0.620
H  2.266  3.367  -1.235
H  0.818  3.840  0.983
H  1.827  2.346  2.968
O  -0.414  1.078  -0.124
S  -1.591  1.292  -1.163
C  -2.464  2.664  -0.496
C  -2.728  2.794  0.866
C  -3.440  3.897  1.294
C  -3.889  4.841  0.372
C  -3.618  4.698  -0.979
C  -2.892  3.603  -1.426
C  -2.579  -0.136  -0.905
C  -2.971  -0.790  -2.067
C  -3.775  -1.918  -1.958
C  -4.154  -2.374  -0.707
C  -3.742  -1.714  0.450
C  -2.954  -0.583  0.361
H  -2.376  2.057  1.576
H  -3.657  4.024  2.346
H  -4.453  5.697  0.717
H  -3.964  5.438  -1.687
H  -2.666  3.485  -2.479
H  -2.660  -0.430  -3.040
H  -4.096  -2.437  -2.850
H  -4.780  -3.252  -0.624
H  -4.050  -2.080  1.420
H  -2.638  -0.061  1.254
C  1.932  -1.696  1.530
N  2.183  -3.102  1.404
C  3.508  -3.306  0.806
N  3.573  -2.701  -0.527
C  3.338  -1.292  -0.423
N  1.974  -0.993  0.181
C  0.942  -1.706  -0.700
N  1.215  -3.106  -0.807
C  1.173  -3.707  0.531
C  2.550  -3.308  -1.380
H  2.689  -1.235  2.167
H  0.942  -1.529  1.964
H  3.702  -4.374  0.725
H  4.270  -2.861  1.447
H  3.372  -0.828  -1.411
H  4.089  -0.835  0.222
H  0.972  -1.235  -1.687
H  -0.040  -1.549  -0.248
H  1.366  -4.775  0.448
H  0.182  -3.561  0.964
H  2.592  -2.861  -2.375
H  2.742  -4.376  -1.469

These are the Löwdin partial charges, in e, on atoms 1 to 6: atom 1 (V): 1.018, atom 2 (C): -0.130, atom 3 (C): -0.132, atom 4 (C): -0.115, atom 5 (C): -0.111, atom 6 (C): -0.107

=====

- Look up the net charge of the second one.
  -1

=====

- Look up the energy of the second one.
  -993.1348 Eh